Below is a 2-piece molecular cluster, C3H11N4 overall, with properties calculated with the ωB97M-V functional and the def2-TZVPD basis.

HOMO: -11.238 eV
Gap between HOMO and LUMO: 8.27 eV
F_max: 0.009 hartree/bohr
Energy relative to the best compared isomer or geometry (same formula, charge and spin): 52.9 kJ/mol
Total charge: +1
LUMO: -2.97 eV

Each line ends with the Löwdin charge.
Atoms and positions in Å:
1 H 1.59507 -1.69480 1.17440  0.10
2 H 1.86589 -0.12648 0.91477  0.09
3 H -2.14369 -0.96251 0.60454  0.14
4 N -1.51272 -0.29109 1.02051  0.19
5 H -0.47538 -0.45334 0.92202  0.07
6 C 1.16814 -1.11156 -0.72000  -0.21
7 N 0.89166 -0.28075 -2.97621  0.04
8 H 1.40270 0.39117 -3.53334  0.09
9 H 1.09942 -1.21278 -3.31069  0.09
10 H 1.12355 -2.14609 -1.02790  0.11
11 N -1.32978 1.79731 1.98999  0.18
12 H -0.32303 1.78915 1.97479  0.13
13 H -1.80001 2.64394 2.25743  0.13
14 N 1.21714 -0.87978 0.70834  -0.02
15 C 1.12302 -0.12657 -1.60819  -0.23
16 H 1.22875 0.90669 -1.28907  0.11
17 C -2.02667 0.81479 1.46255  -0.18
18 H -3.10408 0.94269 1.43606  0.16

---

Below is a 2-piece molecular cluster, C4H8O3 overall in a non-equilibrium geometry, with properties calculated with the ωB97M-V functional and the def2-TZVPD basis.

HOMO: -9.621 eV
Gap between HOMO and LUMO: 10.43 eV
F_max: 0.051 hartree/bohr
Energy relative to the best compared isomer or geometry (same formula, charge and spin): 387.8 kJ/mol
Total charge: 0
LUMO: 0.81 eV

Each line ends with the Löwdin charge.
Atoms and positions in Å:
1 O -0.19508 -0.97200 -0.59623  -0.32
2 H -1.36053 -0.39845 0.97156  0.11
3 O -0.99422 1.83724 1.97076  -0.09
4 C -0.39309 -0.05082 0.63121  -0.08
5 C 0.74108 -2.07418 -0.78291  -0.08
6 H 0.39198 2.08357 0.45234  0.10
7 H 0.40265 -2.96967 -0.25054  0.09
8 H 0.40600 -0.27095 1.33462  0.12
9 H -1.28101 2.76450 2.00923  0.09
10 H -1.29135 1.90474 -0.08345  0.10
11 C -0.55011 1.54848 0.63899  -0.27
12 C 0.31965 0.56074 -1.67841  -0.02
13 H 0.76688 -2.34035 -1.85912  0.10
14 O 1.25854 0.22213 -2.24816  0.06
15 H 1.77860 -1.84499 -0.50991  0.09

---

Below is an isolated ion of composition C10H8NO2S and charge -1 in a non-equilibrium geometry, with properties calculated with the ωB97M-V functional and the def2-TZVPD basis.

HOMO: -3.733 eV
Gap between HOMO and LUMO: 7.08 eV
F_max: 0.112 hartree/bohr
Energy relative to the best compared isomer or geometry (same formula, charge and spin): 221.9 kJ/mol
Total charge: -1
LUMO: 3.35 eV

Each line ends with the Löwdin charge.
Atoms and positions in Å:
1 H -0.02860 -1.66532 0.97786  0.18
2 C 0.75222 -0.97249 0.46195  -0.13
3 O 2.43435 -2.49628 -0.12468  0.10
4 H -0.14839 1.34517 -3.35959  0.09
5 C 0.64680 1.65404 0.70492  -0.52
6 S 0.00356 2.90547 1.61892  0.77
7 C 0.53932 0.44654 1.31933  -0.32
8 C -0.56351 1.86835 3.00095  -0.43
9 H -1.79763 -1.54863 -0.46845  0.14
10 C -0.23820 0.47173 -2.73931  -0.11
11 C 0.72574 0.14366 -1.83432  -0.12
12 C -0.12960 0.62392 2.61654  -0.35
13 C -1.42006 -0.09262 -2.23450  -0.15
14 H 0.89714 1.75558 -0.34798  0.05
15 H 2.27559 -0.10425 1.75864  0.03
16 H 1.80437 0.11950 -1.79197  0.13
17 O 2.80136 -0.83037 1.50974  0.11
18 C 2.09151 -1.54159 0.55338  -0.45
19 C -1.19282 -0.84126 -1.12689  -0.08
20 H -2.39997 -0.20300 -2.82294  0.11
21 N 0.18012 -0.70244 -0.86082  -0.08
22 H -0.27708 -0.14816 3.31125  0.03

---

Below is C17H18N6S3Zr as an isolated structure in a non-equilibrium geometry, with properties calculated with the ωB97M-V functional and the def2-TZVPD basis.

HOMO: -20.404 eV
Gap between HOMO and LUMO: 6.77 eV
F_max: 0.035 hartree/bohr
Total charge: +4
LUMO: -13.63 eV

Each line ends with the Löwdin charge.
Atoms and positions in Å:
1 Zr -0.42856 -0.67043 0.25763  1.46
2 H 4.54317 -1.67939 -1.57704  0.18
3 C -1.92864 2.99235 -2.62112  0.06
4 N -1.13154 0.91354 -0.93259  -0.14
5 H -3.24657 3.55292 -1.03692  0.15
6 N -1.33384 0.19344 1.92252  -0.12
7 C -0.63352 1.02492 -2.20562  -0.10
8 H -3.54096 2.27369 0.76267  0.18
9 C -1.52357 -5.53532 0.69227  0.07
10 H -3.03403 -4.70087 -0.43041  0.20
11 H -1.51402 -0.64693 5.19769  0.14
12 C 5.31233 0.64832 0.72844  -0.32
13 C 3.33631 -0.61340 -0.29667  -1.01
14 S -2.50512 -1.95678 -0.60522  0.80
15 H -2.19326 3.83157 -3.25074  0.15
16 C -1.79603 -0.20070 4.25470  0.02
17 C -2.44030 0.98061 1.84112  -0.24
18 H -0.08754 -0.95506 3.16241  0.13
19 C -1.00445 2.03440 -3.06200  0.02
20 C -3.27764 1.17430 2.95864  0.07
21 H 0.07566 0.24743 -2.52497  0.11
22 S 3.48202 0.63439 0.88087  1.00
23 H 5.72034 0.27304 1.66687  0.10
24 C -2.95941 0.58488 4.16156  0.06
25 H -3.58631 0.73909 5.03108  0.15
26 N 4.46513 -0.96715 -0.85621  0.00
27 H 0.18091 -6.06237 1.90534  0.15
28 C -2.09999 1.78516 -0.54381  -0.24
29 H 5.63289 1.68088 0.59745  0.10
30 C -2.49945 2.84708 -1.37410  0.06
31 H -4.15908 1.79504 2.87117  0.15
32 H -1.93879 -6.53300 0.59034  0.18
33 N -2.74719 1.63737 0.67191  0.16
34 H 6.02377 0.32765 -1.32918  0.15
35 C 0.05506 -3.94221 1.50277  -0.03
36 H -0.59315 2.09221 -4.06035  0.14
37 C -1.71698 -3.24405 0.17024  -0.73
38 N -2.17160 -4.52381 0.09932  0.15
39 H 0.93774 -3.68609 2.08707  0.15
40 C 5.66320 -0.24768 -0.46728  -0.14
41 C -1.02614 -0.37865 3.13276  -0.10
42 S 1.83080 -1.34720 -0.70373  0.61
43 N -0.59391 -2.93826 0.89286  -0.10
44 C -0.36993 -5.26900 1.41389  0.06
45 H 6.45405 -0.95677 -0.19884  0.15

---

Below is C32H25N5O3PS2Ti as an isolated structure in a non-equilibrium geometry, with properties calculated with the ωB97M-V functional and the def2-TZVPD basis.

<S²>: 2.026
HOMO (alpha / beta): -3.280 / -5.343 eV
Gap between HOMO and LUMO (alpha / beta): 5.65 / 7.63 eV
F_max: 0.020 hartree/bohr
Energy relative to the best compared isomer or geometry (same formula, charge and spin): 99.5 kJ/mol
Total charge: -1
Multiplicity: 3
LUMO (alpha / beta): 2.37 / 2.29 eV

Each line ends with the Löwdin charge.
Atoms and positions in Å:
1 C -0.09358 2.64070 2.58059  -0.19
2 C 1.17776 3.21414 2.50164  -0.03
3 C -3.91582 0.79817 -0.22497  -0.09
4 H 1.95056 2.68998 1.95406  0.11
5 C 0.77141 -0.67412 4.12104  -0.94
6 C -2.42957 -3.50999 -2.87519  -0.09
7 H -1.88746 3.29377 0.79270  0.11
8 H -2.81080 -3.70833 -3.86930  0.10
9 C -2.26302 2.29366 0.63497  -0.04
10 C -1.50795 1.17644 1.08170  -0.23
11 C -3.07447 -0.23679 0.15231  -0.17
12 H -1.07287 -2.00629 -3.55184  0.09
13 C -2.90467 -4.23299 -1.78919  -0.09
14 C -0.56206 3.14085 -2.66882  -0.09
15 C -1.43811 -3.00495 -0.33508  -0.11
16 H -1.07278 -2.78516 0.66157  0.07
17 N 1.24147 -0.69472 5.41279  0.06
18 C 0.46792 5.06868 3.85937  -0.11
19 H -3.66008 -4.99534 -1.93441  0.10
20 C -1.26096 0.84980 -2.42951  -0.10
21 O 1.87026 -3.15670 0.49959  -0.43
22 C 1.63548 -1.59129 -2.25472  -0.29
23 C 1.50678 -1.29425 -3.60997  -0.09
24 H -2.76231 -4.54785 0.33105  0.11
25 H -2.42171 2.36317 -3.40226  0.10
26 H 4.48320 -3.42632 -2.42758  0.11
27 H -2.01302 0.08763 -2.57852  0.10
28 H 2.28991 -1.52742 -5.58820  0.10
29 C 2.41569 -1.77458 -4.54139  -0.07
30 H -3.35949 -1.26369 -0.06252  0.10
31 C -1.06865 3.29404 3.33307  -0.04
32 C 3.47853 -2.56495 -4.12925  -0.07
33 N 3.79785 -2.28786 3.89892  -0.03
34 H 2.02820 -0.06940 5.52998  0.09
35 Ti 1.39176 -1.41856 1.69897  0.67
36 N 1.15094 0.35113 3.39189  -0.02
37 H -4.86277 0.59023 -0.70426  0.09
38 C 2.98571 -2.03705 3.11256  -0.35
39 O 3.18863 -1.21516 0.41093  -0.41
40 C -0.96189 -2.26651 -1.41752  -0.34
41 C -1.45503 -2.54105 -2.69150  -0.09
42 P 0.35510 -1.06296 -1.02963  1.12
43 N 0.54443 0.35445 2.09885  -0.17
44 H 2.44596 4.84487 3.05047  0.10
45 H 0.69287 -0.66084 -3.94127  0.10
46 C -0.08605 0.55190 -1.74992  -0.37
47 H 0.68577 6.00653 4.35528  0.09
48 H -0.75333 4.14800 -3.01763  0.10
49 H 1.33501 3.63246 -1.78538  0.10
50 C -3.46134 2.09916 -0.00399  -0.10
51 H -2.04791 2.84330 3.43697  0.12
52 C 2.73321 -2.35454 -1.85775  -0.25
53 S 3.09561 -2.59389 -0.12664  0.48
54 C 3.64379 -2.84421 -2.78121  -0.05
55 C 1.45352 4.41772 3.12721  -0.09
56 N -1.90482 -0.08330 0.75693  0.11
57 H 1.44551 -1.63103 5.73061  0.07
58 H 1.74861 1.34846 -0.96302  0.11
59 H -1.56221 4.98344 4.55167  0.09
60 H 4.18933 -2.94907 -4.84956  0.10
61 C -2.40216 -3.98496 -0.52044  -0.07
62 H -4.03932 2.95316 -0.33816  0.10
63 C -0.79188 4.49789 3.96465  -0.10
64 C 0.60975 2.85286 -1.98089  -0.08
65 C -0.34904 1.34736 1.90351  -0.21
66 O 4.26500 -3.41025 -0.06316  -0.27
67 S -0.16692 -2.03550 3.56780  0.57
68 C -1.49486 2.13983 -2.88820  -0.09
69 C 0.84344 1.56808 -1.52085  -0.09